(1)
Here is the molecule C19H20O6 from OMol25. Energies are from ωB97M-V/def2-TZVPD.

The geometry in ORCA input format:
```
! RIJCOSX wB97M-V def2-TZVPD def2/J DEFGRID3
* xyz 0 1
O 1.781 0.896 -0.815
O -4.971 -1.873 -0.037
O 4.763 -1.932 0.309
O -2.274 -1.474 0.135
O 2.180 -1.195 0.119
O -1.672 0.589 1.046
C 4.330 1.653 -0.328
C 2.667 -0.180 -0.741
C 4.019 0.302 -0.258
C 0.929 -1.693 -0.304
C -5.271 2.253 0.066
C 0.510 0.517 -1.291
C -1.455 -1.055 -0.932
C -2.677 -0.377 0.952
C 6.540 1.218 0.479
C -6.211 0.094 -0.379
C 4.984 -0.600 0.203
C -6.333 1.468 -0.353
C -5.025 -0.520 0.018
C 5.579 2.115 0.042
C -4.093 1.652 0.469
C -0.382 0.024 1.012
C 6.244 -0.127 0.560
C -0.102 -0.563 -0.389
C -3.957 0.271 0.455
H -0.097 1.424 -1.281
H 3.573 2.336 -0.677
H -3.259 2.246 0.807
H -5.361 3.328 0.084
H 0.316 0.831 1.235
H 5.802 3.169 -0.017
H 1.036 -2.166 -1.295
H -7.023 -0.537 -0.704
H -7.259 1.928 -0.663
H 0.639 -2.451 0.426
H -1.951 -0.249 -1.490
H 2.770 -0.627 -1.762
H 6.974 -0.843 0.903
H -2.854 -0.842 1.945
H 3.810 -2.096 0.238
H 0.588 0.139 -2.323
H -4.060 -2.166 0.117
H 7.522 1.568 0.762
H -0.288 -0.758 1.778
H -1.338 -1.924 -1.582
*
```

(2)
Here is C34H42IN5O3S2Ti as an isolated structure from OMol25. Energies are from ωB97M-V/def2-TZVPD.

The geometry in ORCA input format:
```
! RIJCOSX wB97M-V def2-TZVPD def2/J DEFGRID3
* xyz 2 1
I -2.040 0.386 -3.074
Ti 0.312 0.201 -0.224
S -0.506 -0.022 2.335
S -2.731 -1.067 0.550
O 2.116 0.085 1.053
O -1.462 -0.928 -0.274
O 1.045 2.007 0.001
N 0.358 4.530 1.818
N 2.254 0.038 -1.630
N 3.018 1.853 2.766
N 0.906 -1.884 -0.356
N -1.396 1.563 0.495
C -4.144 -1.165 -0.603
C 1.044 4.882 0.757
C 1.571 -2.627 0.448
C -3.532 2.581 1.961
C -2.714 1.619 2.507
C 4.568 -3.924 4.165
C 4.773 5.590 -2.260
C -5.124 -1.961 0.232
C 3.800 4.649 -1.634
C 2.814 3.172 3.304
C 3.885 -2.846 3.389
C 2.607 -0.814 1.808
C -2.903 -2.858 0.890
C 3.016 -3.169 2.339
C 1.920 4.207 -0.122
C 1.356 3.347 3.746
C -1.627 1.138 1.752
C 2.805 5.086 -0.799
C 3.509 0.834 3.420
C 0.371 3.301 2.571
C 3.430 -0.487 2.955
C 3.864 3.275 -1.897
C -2.203 2.492 -0.023
C -4.378 -3.221 0.684
C 1.291 -1.947 -2.768
C 0.454 -2.498 -1.588
C 4.058 -1.515 3.692
C 2.966 2.362 -1.363
C 2.553 -1.212 -2.311
C 2.368 -2.208 1.571
C 3.076 0.994 -1.819
C -3.268 3.036 0.666
C -0.206 1.029 -2.157
C 1.945 2.795 -0.447
H -0.603 -2.261 -1.749
H -4.817 -3.616 1.599
H -3.889 3.786 0.206
H 1.595 -2.774 -3.411
H -1.990 2.814 -1.035
H -4.465 -3.994 -0.080
H 5.238 -3.502 4.910
H -6.024 -2.212 -0.326
H -2.880 1.218 3.494
H 0.557 -3.593 -1.538
H -2.240 -3.374 0.197
H -4.373 2.971 2.516
H -0.274 2.120 -2.099
H 2.564 1.583 1.879
H -0.634 3.147 2.970
H 3.474 3.318 4.163
H 2.843 -4.214 2.117
H -3.832 -1.685 -1.504
H -4.481 -0.164 -0.850
H 1.256 4.286 4.290
H 4.693 -1.229 4.519
H 0.690 -1.273 -3.378
H 3.178 -1.018 -3.194
H 3.962 0.820 -2.445
H 3.066 3.907 2.536
H 4.626 6.603 -1.902
H 0.962 5.943 0.532
H 5.793 5.289 -2.031
H 3.138 -1.847 -1.632
H 1.621 -3.708 0.250
H 3.833 -4.544 4.674
H 3.985 1.028 4.377
H -5.412 -1.368 1.101
H 5.143 -4.570 3.504
H 0.613 2.471 1.903
H 4.660 5.595 -3.342
H 0.535 0.813 -2.927
H 2.721 6.144 -0.597
H -2.562 -3.026 1.909
H -0.204 5.260 2.242
H 1.093 2.536 4.426
H 4.628 2.922 -2.576
*
```

no.,calculated total energy (eV)
1,-32312.0176
2,-102408.5475